The following is a quantum chemistry calculation of a cluster of 10 separate species, H20O10 in total in a non-equilibrium geometry, from the OMol25 dataset.

Geometry (Å):
O (-3.451, 0.615, 1.631)
H (-2.867, 1.373, 1.637)
H (-3.149, 0.085, 0.894)
O (-3.086, -0.580, -2.258)
H (-3.864, -1.128, -2.357)
H (-2.527, -1.063, -1.649)
O (1.702, 2.550, -0.440)
H (0.955, 1.988, -0.235)
H (1.312, 3.338, -0.819)
O (-1.760, -1.825, 0.108)
H (-1.234, -2.572, -0.179)
H (-2.237, -2.147, 0.873)
O (-0.492, -0.156, -3.274)
H (-0.222, -1.041, -3.028)
H (-1.376, -0.067, -2.919)
O (2.471, 0.027, 3.161)
H (2.765, 0.279, 2.285)
H (3.172, -0.530, 3.499)
O (-1.682, 3.286, -0.649)
H (-2.346, 2.767, -1.103)
H (-1.344, 2.702, 0.029)
O (0.055, 0.281, 0.205)
H (-0.563, -0.387, -0.094)
H (0.740, -0.211, 0.656)
O (3.474, 0.473, 0.867)
H (3.605, -0.401, 0.499)
H (3.303, 1.030, 0.107)
O (2.709, -2.748, 1.168)
H (2.780, -2.351, 0.300)
H (3.160, -3.588, 1.085)

Results
Energy above the lowest of the compared OMol25 structures with the same formula, charge and spin in kJ/mol: 288.8
F_max in eV/A: 1.289
LUMO level in eV: -0.58
Kohn-Sham gap in eV: 9.74
E_HOMO in eV: -10.32